[1]
# C5H14N2

One molecule with the formula C5H14N2 (ωB97M-V/def2-TZVPD, the OMol25 dataset).

CARTESIAN COORDINATES (ANGSTROEM)
C -0.1260 0.0909 -0.4331
C -0.8850 1.2375 0.2468
C -1.7707 1.9907 -0.7412
C -1.6562 0.7652 1.4728
N 0.9998 -0.3534 0.3924
C 1.3667 -1.7107 0.1533
N 2.2281 -1.8445 -1.0148
H -0.8797 -0.7039 -0.5569
H 0.2492 0.4278 -1.3981
H -0.1237 1.9645 0.5582
H -1.2029 2.3347 -1.5962
H -2.5862 1.3421 -1.1018
H -2.3417 2.7645 -0.2176
H -2.2685 -0.0925 1.2006
H -2.3076 1.5368 1.8668
H -1.0255 0.4584 2.3042
H 0.6498 -0.2682 1.3380
H 0.4997 -2.3837 0.0231
H 1.9569 -2.0954 0.9913
H 1.9278 -1.3799 -1.8535
H 2.6686 -2.7402 -1.1300

Results
Energy relative to the best compared isomer or geometry (same formula, charge and spin) (eV): 0.772
Total energy (eV): -8391.8468
Charge: 0
Lowest unoccupied orbital energy (eV): 1.089

***

[2]
# C5H14N2

A 2-piece molecular cluster, C5H14N2 overall (ωB97M-V/def2-TZVPD, the OMol25 dataset).

CARTESIAN COORDINATES (ANGSTROEM)
C -1.7139 -1.0946 0.8530
C -1.8337 -2.2037 -0.1795
N -1.4338 -1.7361 -1.5148
H -2.2787 -0.2086 0.5568
H -2.1015 -1.4534 1.8091
H -0.6628 -0.8360 0.9696
H -1.2316 -3.0481 0.1605
H -2.8680 -2.5580 -0.2178
H -0.8384 -0.9210 -1.4031
H -0.8576 -2.4306 -1.9750
C 1.0403 1.6812 1.9451
C 1.4417 1.9633 0.5080
C 1.5613 0.8703 -1.5382
N 1.3460 0.7409 -0.3057
H 1.0393 2.5823 2.5520
H 0.0468 1.2312 1.9492
H 1.7366 0.9712 2.3917
H 2.4676 2.3354 0.4576
H 0.7989 2.7364 0.0772
H 1.7868 1.8386 -1.9952
H 1.5195 0.0001 -2.1893

Results
Energy relative to the best compared isomer or geometry (same formula, charge and spin) (eV): 1.366
Total energy (eV): -8391.2534
Charge: 0
Lowest unoccupied orbital energy (eV): 1.113

***

[3]
# C5H14N2

One molecule with the formula C5H14N2 (ωB97M-V/def2-TZVPD, the OMol25 dataset).

CARTESIAN COORDINATES (ANGSTROEM)
C 0.6577 2.8762 -0.8360
C -0.1359 1.7219 -0.2081
C -0.5066 0.6344 -1.2113
C 0.1601 -0.7173 -0.9396
N -0.5722 -1.5113 0.0352
C 0.2046 -2.2227 1.0425
N -0.4746 -2.1405 2.3165
H -0.0037 3.5615 -1.3723
H 1.4350 2.4801 -1.4943
H 1.1266 3.4965 -0.0623
H -1.0190 2.1048 0.3137
H 0.4918 1.3020 0.5841
H -1.5894 0.4811 -1.2576
H -0.2287 0.9201 -2.2268
H 1.1722 -0.5251 -0.5660
H 0.2716 -1.2893 -1.8629
H -1.3025 -0.9961 0.5124
H 0.3595 -3.2562 0.6980
H 1.1944 -1.7684 1.1517
H 0.0927 -2.4759 3.0843
H -1.3336 -2.6760 2.2988

Results
Energy relative to the best compared isomer or geometry (same formula, charge and spin) (eV): 0.819
Total energy (eV): -8391.7997
Charge: 0
Lowest unoccupied orbital energy (eV): 1.211

***

[4]
# C5H14N2

One molecule with the formula C5H14N2 (ωB97M-V/def2-TZVPD, the OMol25 dataset).

CARTESIAN COORDINATES (ANGSTROEM)
C 0.4701 -2.2130 0.9352
C 1.6074 -1.3741 0.3150
C 1.5278 0.0813 0.8002
C 0.1536 0.7237 0.6261
N -0.3374 0.7855 -0.7503
C -1.7299 1.2230 -0.7793
N -2.1424 1.8703 -2.0267
H 0.2378 -1.8133 1.9146
H -0.3934 -2.2367 0.2682
H 0.7730 -3.2523 1.0373
H 2.5802 -1.7816 0.5776
H 1.4071 -1.3602 -0.7565
H 2.2249 0.7430 0.2864
H 1.6977 0.0806 1.8851
H -0.5826 0.2768 1.3139
H 0.2941 1.7680 0.9188
H -0.1481 -0.1007 -1.2030
H -1.8136 1.9973 -0.0149
H -2.3774 0.3743 -0.5502
H -1.6872 1.3999 -2.7999
H -1.7617 2.8081 -1.9977

Results
Energy relative to the best compared isomer or geometry (same formula, charge and spin) (eV): 0.793
Total energy (eV): -8391.8257
Charge: 0
Lowest unoccupied orbital energy (eV): 1.086

***

[5]
# C5H14N2

One molecule with the formula C5H14N2 (ωB97M-V/def2-TZVPD, the OMol25 dataset).

CARTESIAN COORDINATES (ANGSTROEM)
N -1.5527 1.5527 -1.1264
C -1.4284 1.5044 0.3119
C -0.7799 0.2371 0.8600
N 0.4264 -0.1489 0.1441
C 0.7512 -1.5661 0.2911
C 0.9193 -2.2630 -1.0492
C 1.5456 0.7088 0.5267
H -0.6416 1.4552 -1.5658
H -2.0146 0.7105 -1.4747
H -0.8828 2.4111 0.6002
H -2.4309 1.5386 0.7348
H -0.5867 0.3610 1.9394
H -1.5108 -0.5625 0.7691
H 0.0067 -2.0731 0.9060
H 1.7034 -1.7145 0.8052
H 0.0717 -2.1567 -1.7435
H 1.0417 -3.3415 -0.9388
H 1.7476 -1.8063 -1.5912
H 1.8077 0.5731 1.5845
H 2.3959 0.4460 -0.1007
H 1.3062 1.7247 0.2032

Results
Energy relative to the best compared isomer or geometry (same formula, charge and spin) (eV): 0.974
Total energy (eV): -8391.6451
Charge: 0
Lowest unoccupied orbital energy (eV): 1.078